{
  "formula": "C32H29CrN7OS3",
  "method": "the ωB97M-V functional and the def2-TZVPD basis",
  "energy_ha": -3934.491673,
  "homo_lumo_gap_ev": [5.79, 5.98],
  "s2": 3.83,
  "spin_multiplicity": 4,
  "de_lowest_ev": 0.000,
  "e_lumo_ev": [2.09, 2.09],
  "charge": -1,
  "symbols": ["Cr", "C", "C", "N", "N", "C", "N", "S", "C", "C", "C", "C", "C", "N", "H", "H", "H", "H", "H", "H", "H", "H", "H", "S", "C", "C", "C", "C", "C", "C", "S", "H", "H", "H", "H", "C", "N", "N", "C", "O", "C", "C", "C", "C", "C", "C", "C", "C", "C", "H", "H", "H", "H", "H", "H", "H", "H", "H", "H", "H", "H", "N", "C", "C", "C", "C", "C", "C", "C", "H", "H", "H", "H"],
  "coordinates": [[11.180, 10.284, 9.853], [10.089, 13.937, 7.500], [10.671, 12.970, 8.457], [11.345, 11.897, 8.140], [11.454, 11.651, 6.832], [12.424, 10.755, 6.524], [12.103, 10.015, 5.445], [13.935, 10.526, 7.259], [10.442, 13.220, 9.881], [9.965, 14.423, 10.349], [9.766, 14.615, 11.676], [10.105, 13.603, 12.561], [10.593, 12.417, 12.042], [10.720, 12.229, 10.750], [10.234, 13.627, 6.465], [10.503, 14.940, 7.671], [9.011, 13.973, 7.653], [11.106, 9.866, 5.285], [12.725, 9.247, 5.260], [9.708, 15.210, 9.634], [9.333, 15.515, 12.068], [9.938, 13.677, 13.628], [10.834, 11.557, 12.656], [11.229, 8.360, 8.400], [9.609, 8.373, 7.708], [9.339, 7.603, 6.588], [8.087, 7.578, 5.989], [7.053, 8.312, 6.565], [7.306, 9.090, 7.675], [8.571, 9.151, 8.247], [8.840, 10.211, 9.631], [10.151, 7.036, 6.151], [7.957, 6.994, 5.082], [6.052, 8.235, 6.154], [6.505, 9.662, 8.123], [16.219, 13.790, 11.962], [15.813, 12.917, 10.861], [15.008, 11.842, 11.254], [13.927, 11.734, 10.433], [13.125, 10.785, 10.508], [13.976, 12.848, 9.536], [15.089, 13.525, 9.838], [15.639, 14.704, 9.135], [15.422, 10.865, 12.208], [16.765, 10.600, 12.333], [17.190, 9.678, 13.276], [16.294, 9.004, 14.082], [14.939, 9.291, 13.942], [14.501, 10.221, 13.013], [16.958, 13.282, 12.585], [15.359, 14.086, 12.581], [16.695, 14.674, 11.549], [13.273, 13.050, 8.768], [15.064, 14.903, 8.244], [16.675, 14.512, 8.870], [15.655, 15.576, 9.776], [17.473, 11.072, 11.670], [18.257, 9.469, 13.368], [16.617, 8.270, 14.798], [14.206, 8.742, 14.519], [13.452, 10.433, 12.884], [11.780, 5.164, 15.324], [11.621, 5.993, 14.535], [11.475, 7.018, 13.554], [12.444, 7.151, 12.542], [12.285, 8.117, 11.573], [11.214, 9.024, 11.548], [10.287, 8.903, 12.596], [10.387, 7.912, 13.564], [13.314, 6.493, 12.556], [13.037, 8.193, 10.802], [9.423, 9.557, 12.604], [9.678, 7.837, 14.365]],
  "forces_ev_per_angstrom": [[-0.07, 0.14, -0.02], [-0.14, 0.17, -0.52], [0.07, -0.25, 0.78], [-0.54, 0.35, -0.33], [0.37, -0.45, 0.65], [-0.06, -0.02, 0.35], [-0.40, -0.31, -0.70], [-0.13, 0.20, -0.13], [0.54, -0.97, -0.59], [-0.49, 1.22, -1.23], [0.00, -0.30, 1.27], [-0.04, -0.28, 0.44], [-0.28, 0.14, 0.61], [0.46, -0.74, -1.00], [0.29, 0.04, 0.20], [-0.11, -0.09, -0.25], [-0.18, 0.19, 0.10], [0.50, 0.09, 0.09], [-0.07, 0.00, -0.02], [0.11, -0.33, 0.34], [-0.09, 0.43, -0.03], [0.06, 0.14, -0.05], [0.01, 0.09, 0.14], [-0.08, 0.41, 0.28], [0.10, 0.32, 0.44], [0.05, -0.11, -0.52], [0.13, 0.03, 0.19], [-0.08, -0.48, -0.52], [-0.12, 0.03, 0.15], [0.21, 0.12, 0.16], [0.12, -0.10, -0.13], [0.06, -0.08, 0.00], [-0.18, 0.02, 0.15], [0.03, 0.18, 0.00], [-0.05, 0.10, 0.05], [0.11, -0.18, 0.32], [0.03, -0.10, 0.12], [-0.18, -0.36, 0.55], [-1.03, -0.76, -0.20], [0.39, 0.10, 0.07], [0.25, 0.15, 0.45], [0.07, 0.12, -0.41], [0.43, 0.00, 0.36], [0.08, 0.76, -0.44], [0.53, -0.32, 0.11], [0.80, -0.11, 0.04], [-0.56, 0.33, -0.17], [0.00, -0.25, -0.09], [-0.31, 0.03, 0.12], [-0.18, 0.02, -0.03], [0.11, -0.04, -0.13], [-0.02, 0.02, -0.08], [-0.19, -0.02, -0.38], [-0.14, 0.09, -0.20], [0.13, -0.05, -0.23], [-0.17, 0.37, 0.08], [0.07, 0.09, -0.04], [-0.24, 0.05, -0.06], [0.14, -0.13, 0.12], [-0.03, 0.09, 0.07], [-0.08, -0.09, 0.06], [-0.10, 0.26, -0.23], [0.08, -0.33, 0.46], [-0.12, 0.69, -0.66], [-0.19, -0.32, 0.53], [0.12, 0.27, -0.05], [-0.15, 0.03, -0.04], [0.09, -0.12, -0.41], [0.83, -0.24, 0.04], [-0.23, 0.11, -0.13], [0.15, -0.06, -0.13], [-0.09, 0.02, 0.08], [-0.40, -0.04, 0.19]]
}

=====

{
  "formula": "C32H78BClN5O9",
  "method": "the ωB97M-V functional and the def2-TZVPD basis",
  "energy_ha": -2701.761517,
  "homo_lumo_gap_ev": 7.25,
  "e_lumo_ev": -4.11,
  "charge": 1,
  "symbols": ["N", "C", "N", "N", "C", "C", "C", "C", "C", "N", "C", "B", "O", "O", "N", "C", "C", "C", "C", "Cl", "H", "H", "H", "H", "H", "H", "H", "H", "H", "H", "H", "H", "H", "H", "H", "H", "H", "H", "H", "H", "H", "H", "C", "C", "C", "O", "H", "H", "H", "H", "H", "H", "H", "H", "C", "C", "C", "O", "H", "H", "H", "H", "H", "H", "H", "H", "C", "C", "C", "O", "H", "H", "H", "H", "H", "H", "H", "H", "C", "C", "C", "O", "H", "H", "H", "H", "H", "H", "H", "H", "C", "C", "C", "O", "H", "H", "H", "H", "H", "H", "H", "H", "C", "C", "C", "O", "H", "H", "H", "H", "H", "H", "H", "H", "C", "C", "C", "O", "H", "H", "H", "H", "H", "H", "H", "H"],
  "coordinates": [[-0.053, -3.983, 1.713], [0.219, -3.428, 0.535], [1.084, -4.120, -0.460], [-0.384, -2.107, 0.196], [0.536, -0.972, 0.541], [0.200, 0.385, -0.239], [-1.348, 0.830, -0.059], [-2.210, 0.333, -1.324], [-3.477, -0.547, -0.934], [-4.075, -0.886, 0.343], [-5.229, -1.734, 0.068], [-6.211, -2.411, 1.195], [-5.601, -2.723, 2.463], [-7.598, -2.717, 0.962], [-5.422, -1.968, -1.337], [-4.346, -1.248, -1.994], [-4.121, -1.256, -3.576], [-2.894, -2.308, -3.856], [-2.790, -3.421, -2.671], [-1.726, -4.804, -3.333], [-0.685, -3.333, 2.226], [0.692, -5.079, -0.551], [0.818, -3.661, -1.358], [-1.299, -2.015, 0.660], [0.488, -0.753, 1.669], [1.608, -1.306, 0.305], [0.491, 0.236, -1.347], [0.849, 1.259, 0.152], [-1.483, 1.947, 0.116], [-1.766, 0.289, 0.868], [-2.509, 1.186, -2.045], [-1.510, -0.349, -1.946], [-3.716, -0.592, 1.269], [-5.004, -3.502, 2.408], [-7.662, -3.705, 0.955], [-6.122, -2.510, -1.858], [-3.838, -0.216, -3.966], [-5.073, -1.593, -4.141], [-1.937, -1.679, -3.753], [-2.979, -2.807, -4.876], [-2.253, -3.022, -1.741], [-3.800, -3.913, -2.441], [1.806, 5.581, -2.210], [1.909, 4.350, -1.325], [3.316, 4.173, -0.777], [1.545, 3.194, -2.082], [2.475, 5.499, -3.074], [0.792, 5.686, -2.604], [2.062, 6.488, -1.657], [1.200, 4.433, -0.496], [4.038, 4.042, -1.590], [3.376, 3.277, -0.153], [3.618, 5.037, -0.179], [2.168, 3.113, -2.817], [-0.163, -6.342, 5.496], [0.539, -7.544, 4.886], [2.050, -7.367, 4.895], [0.091, -7.724, 3.544], [0.055, -5.432, 4.927], [-1.248, -6.478, 5.473], [0.148, -6.187, 6.533], [0.272, -8.447, 5.442], [2.343, -6.493, 4.305], [2.541, -8.233, 4.443], [2.427, -7.243, 5.914], [0.323, -6.928, 3.044], [5.222, -8.452, 1.727], [5.129, -7.104, 1.030], [3.696, -6.598, 0.988], [5.627, -7.224, -0.301], [4.633, -9.207, 1.197], [6.256, -8.807, 1.739], [4.862, -8.389, 2.758], [5.760, -6.377, 1.549], [3.053, -7.289, 0.432], [3.643, -5.635, 0.473], [3.290, -6.479, 1.996], [5.075, -7.865, -0.769], [-3.933, 3.876, 3.006], [-3.092, 4.214, 1.785], [-3.467, 5.571, 1.212], [-3.280, 3.209, 0.786], [-4.996, 3.830, 2.747], [-3.661, 2.893, 3.400], [-3.798, 4.619, 3.796], [-2.032, 4.209, 2.056], [-4.514, 5.584, 0.892], [-2.863, 5.795, 0.329], [-3.318, 6.365, 1.949], [-4.215, 3.205, 0.540], [6.150, -3.037, 1.428], [7.081, -2.587, 2.543], [7.602, -3.772, 3.340], [6.383, -1.699, 3.414], [5.276, -3.557, 1.834], [5.774, -2.174, 0.870], [6.662, -3.707, 0.732], [7.922, -2.032, 2.118], [6.778, -4.317, 3.813], [8.260, -3.434, 4.145], [8.157, -4.464, 2.702], [5.637, -2.182, 3.795], [-1.325, 9.813, -1.029], [0.122, 9.391, -1.232], [1.041, 10.598, -1.334], [0.227, 8.614, -2.423], [-1.679, 10.413, -1.874], [-1.976, 8.936, -0.970], [-1.441, 10.398, -0.113], [0.440, 8.756, -0.400], [0.769, 11.225, -2.189], [2.076, 10.281, -1.490], [0.996, 11.207, -0.427], [-0.051, 9.166, -3.166], [-2.488, 5.836, -5.689], [-3.008, 4.707, -4.814], [-2.035, 4.383, -3.692], [-3.214, 3.543, -5.614], [-1.540, 5.560, -6.161], [-3.193, 6.050, -6.498], [-2.336, 6.748, -5.107], [-3.977, 4.986, -4.391], [-1.070, 4.056, -4.093], [-2.416, 3.562, -3.078], [-1.868, 5.252, -3.050], [-2.362, 3.288, -5.993]],
  "forces_ev_per_angstrom": [[0.32, 1.45, -3.03], [-0.92, -1.17, 2.34], [-3.01, 1.65, 0.49], [1.25, -0.69, -0.47], [0.52, 0.94, 0.36], [0.11, 0.22, 0.11], [0.11, -0.68, -0.35], [0.15, -0.58, 0.15], [-2.80, -1.83, -2.29], [-1.80, -1.88, -4.82], [-0.06, 0.25, -0.43], [-0.39, -0.69, 1.39], [-0.57, -0.32, -2.37], [3.15, -0.42, -0.56], [4.78, 3.79, 2.45], [0.68, 1.35, 1.81], [0.24, -0.89, 0.63], [0.11, 0.48, 1.34], [0.03, 0.00, -1.07], [-0.69, 1.01, 0.64], [0.73, -0.57, -0.33], [0.67, 0.70, 0.41], [0.60, -0.45, 0.71], [0.91, -0.21, -0.08], [0.15, -0.36, -1.44], [-1.58, 0.52, 0.29], [-0.68, 0.41, 1.67], [-0.86, -1.65, -0.56], [0.23, -1.67, -0.34], [0.68, 0.90, -1.08], [0.21, -1.28, 1.38], [-1.33, 0.90, 1.02], [-0.69, -0.38, -0.78], [-0.30, 0.85, 0.23], [-0.41, 1.09, 0.47], [0.20, 0.33, 0.90], [-0.48, -1.49, 0.77], [1.43, 0.54, 1.17], [-1.29, -1.16, -0.60], [0.17, 0.77, 1.46], [-0.93, -0.61, -1.39], [1.56, 0.78, -0.23], [-0.27, 0.12, 0.04], [0.62, 0.24, -0.48], [0.02, -0.14, 0.28], [-0.33, -0.35, 0.07], [0.10, -0.02, 0.13], [0.08, 0.07, 0.12], [-0.04, -0.02, -0.12], [-0.07, -0.19, -0.13], [-0.08, 0.14, -0.01], [-0.03, 0.10, 0.01], [0.02, -0.07, -0.06], [-0.08, 0.08, 0.16], [-0.24, 0.02, 0.19], [0.23, 0.61, -0.26], [0.21, -0.22, 0.06], [-0.13, -0.21, -0.08], [0.15, -0.07, 0.02], [0.10, -0.07, 0.05], [-0.03, 0.03, -0.07], [-0.06, 0.00, -0.22], [-0.11, 0.06, 0.11], [-0.08, 0.02, 0.09], [0.01, 0.01, -0.08], [-0.04, -0.09, 0.12], [0.25, -0.07, 0.19], [-0.50, -0.53, -0.19], [-0.06, 0.37, 0.02], [0.23, 0.21, -0.07], [-0.10, 0.12, 0.04], [-0.07, 0.10, 0.04], [0.00, -0.05, -0.06], [0.07, -0.03, -0.22], [0.06, -0.10, 0.12], [0.04, -0.04, 0.10], [-0.03, -0.03, -0.07], [0.10, 0.10, 0.13], [0.12, -0.18, 0.19], [-0.66, 0.34, 0.12], [0.22, 0.15, -0.16], [0.10, -0.37, -0.18], [0.05, 0.16, -0.04], [0.06, 0.11, 0.02], [-0.05, -0.08, -0.05], [-0.05, -0.17, -0.18], [0.00, -0.03, 0.15], [0.02, -0.01, 0.12], [-0.05, -0.05, -0.07], [0.16, 0.14, 0.06], [0.01, 0.12, -0.29], [-0.47, -0.51, 0.18], [0.30, -0.01, 0.10], [0.06, 0.31, 0.02], [0.11, -0.09, 0.06], [0.11, -0.05, 0.02], [-0.09, 0.01, 0.02], [-0.14, 0.12, 0.15], [-0.04, 0.00, -0.14], [-0.02, 0.00, -0.13], [-0.05, 0.01, 0.07], [0.18, 0.04, -0.08], [-0.19, -0.16, 0.19], [-0.22, 0.59, -0.40], [0.28, -0.01, 0.12], [0.05, -0.34, -0.01], [0.12, 0.07, 0.06], [0.08, 0.04, 0.06], [-0.03, -0.01, -0.08], [0.01, -0.12, -0.20], [-0.12, -0.02, 0.09], [-0.09, 0.00, 0.08], [0.01, 0.00, -0.09], [0.07, -0.06, 0.17], [-0.19, 0.21, -0.13], [0.68, 0.03, -0.16], [-0.07, -0.06, 0.23], [-0.29, -0.25, 0.04], [0.02, -0.01, 0.16], [0.01, 0.00, 0.13], [0.03, -0.06, -0.06], [-0.02, -0.19, -0.15], [-0.02, 0.14, -0.02], [-0.04, 0.10, 0.01], [0.05, -0.08, -0.02], [-0.15, 0.13, 0.05]]
}

=====

{
  "formula": "C27H30N4O5",
  "method": "the ωB97M-V functional and the def2-TZVPD basis",
  "energy_ha": -1642.129371,
  "homo_lumo_gap_ev": 8.72,
  "de_lowest_ev": 2.606,
  "e_lumo_ev": 0.40,
  "smiles": "O=C1CC(c2ccco2)CC(=O)C1=CNCCN1CCN([C@@H]2CC(=O)N(c3ccccc3)C2=O)CC1",
  "symbols": ["O", "C", "C", "C", "C", "C", "C", "C", "O", "C", "C", "O", "C", "C", "N", "C", "C", "N", "C", "C", "N", "C", "C", "C", "O", "N", "C", "C", "C", "C", "C", "C", "C", "O", "C", "C", "H", "H", "H", "H", "H", "H", "H", "H", "H", "H", "H", "H", "H", "H", "H", "H", "H", "H", "H", "H", "H", "H", "H", "H", "H", "H", "H", "H", "H", "H"],
  "coordinates": [[1.867, 4.299, 1.825], [1.599, 3.111, 1.842], [0.658, 2.543, 2.882], [-0.016, 1.244, 2.433], [-0.895, 0.723, 3.522], [-2.251, 0.735, 3.665], [-2.522, 0.152, 4.929], [-1.313, -0.167, 5.459], [-0.322, 0.176, 4.618], [1.077, 0.241, 2.066], [1.921, 0.754, 0.929], [2.377, -0.037, 0.094], [2.161, 2.174, 0.874], [2.902, 2.726, -0.162], [3.474, 2.013, -1.107], [4.019, 2.522, -2.332], [2.927, 2.798, -3.409], [1.925, 1.787, -3.617], [2.428, 0.441, -3.798], [1.296, -0.475, -4.286], [0.122, -0.458, -3.428], [0.314, -1.217, -2.192], [0.286, -2.717, -2.495], [-0.801, -3.298, -1.624], [-1.116, -4.452, -1.524], [-1.381, -2.251, -0.923], [-2.475, -2.446, -0.036], [-2.450, -1.904, 1.241], [-3.519, -2.120, 2.093], [-4.602, -2.875, 1.679], [-4.623, -3.411, 0.402], [-3.564, -3.197, -0.461], [-0.798, -1.024, -1.166], [-1.108, -0.002, -0.608], [-0.316, 0.919, -3.287], [0.782, 1.821, -2.720], [-0.081, 3.307, 3.132], [1.247, 2.350, 3.786], [-0.641, 1.433, 1.554], [-2.963, 1.103, 2.956], [-3.483, -0.001, 5.376], [-1.032, -0.625, 6.386], [0.659, -0.727, 1.780], [1.728, 0.078, 2.930], [3.007, 3.805, -0.194], [3.307, 1.004, -1.009], [4.548, 3.459, -2.139], [4.732, 1.788, -2.713], [2.405, 3.723, -3.152], [3.454, 2.956, -4.357], [3.220, 0.464, -4.551], [2.850, 0.018, -2.870], [1.671, -1.495, -4.378], [0.968, -0.134, -5.272], [1.241, -0.940, -1.662], [0.019, -2.899, -3.537], [1.228, -3.225, -2.289], [-1.610, -1.313, 1.564], [-3.495, -1.700, 3.087], [-5.431, -3.045, 2.350], [-5.467, -3.998, 0.073], [-3.574, -3.615, -1.455], [-1.197, 0.967, -2.650], [-0.588, 1.265, -4.287], [0.416, 2.848, -2.661], [1.013, 1.480, -1.701]],
  "forces_ev_per_angstrom": [[-0.03, 0.14, 0.04], [-0.05, -0.03, 0.12], [-0.12, 0.18, -0.07], [0.24, -0.10, 0.49], [-0.80, 0.29, -0.64], [0.64, 0.04, -0.18], [0.40, -0.17, 0.40], [-0.87, -0.08, 0.28], [0.53, 0.04, -0.17], [-0.19, -0.14, -0.17], [-0.07, 0.12, 0.14], [0.08, -0.19, -0.01], [0.12, -0.01, -0.24], [0.07, -0.17, -0.01], [-0.18, -0.43, 0.37], [-0.18, 0.35, -0.67], [0.39, -0.03, 0.16], [-0.04, -0.10, 0.00], [-0.18, -0.10, -0.14], [0.24, -0.01, 0.01], [-0.33, -0.09, 0.05], [0.43, -0.03, -0.13], [0.15, 0.00, 0.00], [0.44, -0.20, -0.25], [-0.04, -0.07, -0.04], [-0.41, 0.01, 0.28], [-0.28, -0.05, 0.23], [0.08, -0.05, -0.11], [-0.03, -0.01, 0.05], [-0.04, -0.01, 0.02], [-0.03, -0.01, -0.02], [0.09, 0.08, -0.03], [0.18, 0.07, -0.20], [0.01, 0.16, 0.11], [-0.06, 0.41, 0.25], [-0.40, -0.14, -0.07], [0.10, 0.01, -0.01], [-0.01, 0.00, 0.02], [-0.01, -0.05, 0.10], [-0.10, 0.10, -0.23], [-0.16, -0.07, 0.16], [0.14, -0.06, 0.09], [0.09, 0.04, -0.02], [-0.01, -0.02, 0.01], [0.01, 0.06, -0.04], [0.03, 0.23, 0.01], [0.08, -0.10, -0.02], [0.02, 0.10, 0.08], [0.05, 0.04, -0.03], [0.03, 0.13, 0.05], [0.05, -0.08, 0.02], [0.08, 0.00, -0.03], [0.00, -0.03, -0.06], [0.10, -0.04, -0.02], [-0.21, -0.09, -0.03], [0.00, 0.01, 0.04], [-0.06, -0.05, 0.04], [0.08, 0.05, 0.03], [0.02, 0.03, 0.07], [-0.07, -0.02, 0.06], [-0.06, -0.05, -0.03], [0.01, -0.04, -0.07], [0.05, 0.04, -0.11], [0.01, 0.06, 0.02], [0.00, 0.02, 0.04], [-0.02, 0.07, 0.01]]
}